[1]
ORCA calculation (wB97M-V/def2-TZVPD) on one molecule with the formula C4H7NO2.

The LUMO energy is 0.0 eV. Its HOMO-LUMO gap is 8.84 eV. The calculation puts the HOMO energy at -8.81 eV.

Geometry as ORCA input:
```
! wB97M-V def2-TZVPD RIJCOSX def2/J DEFGRID3
* xyz 0 1
O 1.151 -0.595 -1.152
O -1.268 -0.947 -0.271
N 0.189 -2.039 1.182
C 0.435 0.764 0.891
C 0.433 0.435 -0.974
C -1.081 0.204 -1.094
C -0.190 -1.166 0.426
H -1.708 1.018 -0.719
H 0.524 1.831 0.641
H -1.352 -0.066 -2.117
H 1.078 -2.012 1.654
H 0.753 1.400 -1.416
H 1.397 0.450 1.303
H -0.360 0.722 1.647
*
```

[2]
ORCA calculation (wB97M-V/def2-TZVPD) on a 3-piece molecular cluster, C4H7NO2 overall in a non-equilibrium geometry.

The LUMO energy is 1.1 eV. Its HOMO-LUMO gap is 10.98 eV. The calculation puts the HOMO energy at -9.85 eV.

Geometry as ORCA input:
```
! wB97M-V def2-TZVPD RIJCOSX def2/J DEFGRID3
* xyz 0 1
O -1.877 -0.633 -1.703
O 0.778 1.030 -1.223
N 0.274 -1.845 0.820
C 0.125 1.808 -0.565
C -0.735 1.436 0.609
C -1.381 -1.655 -1.666
C 1.458 -1.539 0.484
H -0.406 1.996 1.493
H 0.142 2.891 -0.816
H 2.208 -2.252 0.123
H -1.769 1.745 0.407
H 1.766 -0.494 0.531
H -0.695 0.360 0.804
H 0.113 -2.848 0.701
*
```

[3]
ORCA calculation (wB97M-V/def2-TZVPD) on one molecule with the formula C4H7NO2.

The LUMO energy is 0.7 eV. Its HOMO-LUMO gap is 11.01 eV. The calculation puts the HOMO energy at -10.32 eV. Its SMILES is C[C@H](O)CN=C=O.

Geometry as ORCA input:
```
! wB97M-V def2-TZVPD RIJCOSX def2/J DEFGRID3
* xyz 0 1
O 0.578 1.324 -0.431
O 0.508 1.639 2.541
N -0.974 0.142 1.423
C -1.200 -0.191 0.031
C 0.063 0.055 -0.805
C 1.099 -1.040 -0.592
C -0.179 0.914 1.924
H -1.530 -1.231 -0.036
H 2.033 -0.834 -1.122
H -0.188 1.867 -0.190
H -2.016 0.434 -0.358
H 1.323 -1.186 0.469
H -0.207 0.085 -1.871
H 0.689 -1.978 -0.984
*
```

[4]
ORCA calculation (wB97M-V/def2-TZVPD) on C4H7NO2 as an isolated structure in a non-equilibrium geometry.

The LUMO energy is 0.0 eV. Its HOMO-LUMO gap is 9.90 eV. The calculation puts the HOMO energy at -9.90 eV.

Geometry as ORCA input:
```
! wB97M-V def2-TZVPD RIJCOSX def2/J DEFGRID3
* xyz 0 1
O 2.729 0.081 -0.110
O 0.833 -1.096 -0.446
N 0.987 0.421 1.299
C -0.360 -0.352 -0.719
C 0.074 1.049 -0.298
C -1.527 -0.867 0.087
C 1.632 -0.216 0.263
H -1.304 -0.740 1.149
H -0.559 -0.432 -1.801
H -0.553 1.627 0.336
H 1.677 1.095 1.687
H -1.683 -1.927 -0.120
H 0.523 1.638 -1.139
H -2.443 -0.323 -0.168
*
```

[5]
ORCA calculation (wB97M-V/def2-TZVPD) on C4H7NO2 as an isolated structure.

The LUMO energy is 0.5 eV. Its HOMO-LUMO gap is 10.01 eV. The calculation puts the HOMO energy at -9.50 eV.

Geometry as ORCA input:
```
! wB97M-V def2-TZVPD RIJCOSX def2/J DEFGRID3
* xyz 0 1
O 1.363 1.104 1.115
O -1.376 1.243 -0.616
N -0.423 -1.468 0.165
C 0.371 -0.464 -0.577
C -0.362 0.709 -1.259
C 0.811 0.096 0.791
C -0.051 -0.913 1.493
H -0.852 -0.410 2.046
H 1.114 -0.914 -1.250
H -1.423 -1.421 -0.002
H 0.500 -1.593 2.150
H -0.379 0.658 -2.370
H 0.746 1.599 -1.091
H -0.038 1.776 -0.595
*
```

[6]
ORCA calculation (wB97M-V/def2-TZVPD) on C4H7NO2 as an isolated structure in a non-equilibrium geometry.

The LUMO energy is 0.8 eV. Its HOMO-LUMO gap is 8.75 eV. The calculation puts the HOMO energy at -7.99 eV.

Geometry as ORCA input:
```
! wB97M-V def2-TZVPD RIJCOSX def2/J DEFGRID3
* xyz 0 1
O 1.381 -0.892 -2.033
O -1.157 1.801 0.647
N 0.402 -0.036 0.467
C -0.005 -0.727 1.684
C -0.400 0.933 -0.058
C 0.281 -0.592 -1.313
C -0.392 0.694 -1.404
H -1.073 -0.982 1.717
H -0.571 1.315 -2.265
H 0.577 -1.645 1.769
H -0.849 1.828 1.562
H 1.859 -0.072 -2.221
H -0.280 -1.502 -1.121
H 0.229 -0.123 2.568
*
```

[7]
ORCA calculation (wB97M-V/def2-TZVPD) on one molecule with the formula C4H7NO2 in a non-equilibrium geometry.

The LUMO energy is 0.7 eV. Its HOMO-LUMO gap is 10.09 eV. The calculation puts the HOMO energy at -9.41 eV. Its SMILES is CN(C=O)CC=O.

Geometry as ORCA input:
```
! wB97M-V def2-TZVPD RIJCOSX def2/J DEFGRID3
* xyz 0 1
O -0.482 -0.371 2.227
O 2.907 -0.617 -0.374
N -0.740 -0.214 -0.070
C -1.134 -0.141 1.235
C -0.882 1.094 -0.823
C 0.483 -0.913 -0.408
C 1.812 -0.380 0.090
H 0.554 -1.011 -1.494
H -0.437 1.901 -0.238
H -2.111 0.376 1.312
H 1.878 -0.030 1.122
H -0.410 0.852 -1.770
H -1.935 1.345 -0.923
H 0.497 -1.890 0.114
*
```

[8]
ORCA calculation (wB97M-V/def2-TZVPD) on one molecule with the formula C4H7NO2.

The LUMO energy is 0.7 eV. Its HOMO-LUMO gap is 11.08 eV. The calculation puts the HOMO energy at -10.37 eV. Its SMILES is CC(=O)N(C)C=O.

Geometry as ORCA input:
```
! wB97M-V def2-TZVPD RIJCOSX def2/J DEFGRID3
* xyz 0 1
O -1.746 1.606 1.132
O 0.736 -1.533 -1.025
N -0.529 -0.025 0.065
C -1.692 -0.819 -0.319
C 0.706 -0.508 -0.377
C 1.972 0.251 -0.044
C -0.683 1.158 0.772
H 0.272 1.667 0.984
H -1.470 -1.878 -0.161
H -1.914 -0.673 -1.381
H 2.134 0.342 1.035
H 1.973 1.254 -0.482
H -2.545 -0.512 0.282
H 2.785 -0.329 -0.481
*
```